(1)
# CH2BrClFNO2S

A single CH2BrClFNO2S molecule (ωB97M-V/def2-TZVPD, OMol25).

Structure (XYZ):
```
10
Properties=species:S:1:pos:R:3:forces:R:3:mulliken_charge:R:1
C 1.0595 0.1105 0.4517 0.142 -1.452 1.858 0.293
N -1.4967 -0.4793 -0.0165 0.509 1.581 -1.128 -0.382
O 0.1992 0.1400 -1.9243 -1.260 -1.047 0.174 -0.547
O -0.6543 1.8293 -0.4250 -1.099 0.754 0.797 -0.563
F 0.6010 0.3120 1.7541 1.069 -0.352 -1.728 -0.186
S -0.3693 0.4655 -0.6528 2.676 -0.034 -0.748 1.050
Cl 2.4162 1.0957 0.0483 -0.300 -0.197 0.328 -0.034
Br 1.7485 -2.0279 0.3657 -1.123 2.467 0.049 -0.153
H -2.1603 -0.0053 0.5728 -0.167 -0.507 0.143 0.269
H -1.3439 -1.4406 -0.1741 -0.446 -1.212 0.257 0.252
```
Forces are in eV/Å.

Frontier orbital gap ... 0.36005 Ha
Total charge ... 0
E_tot ... -3776.74164 hartree
Max |F| ... 2.778 eV/A
Energy relative to the best compared isomer or geometry (same formula, charge and spin) ... 90.78 kJ/mol
Spin multiplicity ... 1
SMILES ... NS(=O)(=O)[C@](F)(Cl)Br

(2)
# C39H39F3NO7PS2Sb2Tl

A molecular structure, C39H39F3NO7PS2Sb2Tl (ωB97M-V/def2-TZVPD, OMol25).

Structure (XYZ):
```
95
Properties=species:S:1:pos:R:3:forces:R:3:mulliken_charge:R:1
Tl -0.2067 0.9831 -1.7233 -0.239 0.346 -0.121 0.901
O -4.5023 3.6196 2.7901 -1.287 3.833 -7.037 -0.535
C -3.5769 3.1771 1.9015 0.125 -0.172 -4.481 0.570
C -2.2673 2.7317 2.1750 -5.908 2.437 8.692 0.022
C -1.4972 2.1646 1.3236 4.982 -2.322 -2.540 0.233
N -1.7671 2.1243 0.0368 -2.374 -0.343 -1.123 0.187
C -3.0366 2.5124 -0.3268 1.400 0.232 -0.768 -0.006
C -3.9648 3.1052 0.5137 3.560 -0.833 3.149 -0.780
C -3.4919 2.2369 -1.7802 1.436 -2.276 -0.965 0.184
O -4.6390 2.6009 -2.0611 0.506 0.039 -0.233 -0.758
O -2.6739 1.4689 -2.4809 -1.618 1.872 1.465 -0.573
C -0.1272 1.5574 1.8377 1.316 -0.084 -0.541 -0.208
O 0.2261 1.8820 2.9829 -0.588 -0.210 -0.263 -0.828
O 0.5688 0.8356 1.0278 -1.673 0.865 0.326 -0.633
H -4.2849 3.2042 3.4963 1.834 -4.001 8.095 0.334
H -2.1661 2.6877 3.3815 0.836 -0.002 -2.958 0.111
H -4.8297 3.4883 0.1404 -2.438 0.659 -0.918 0.790
C -1.0005 2.1268 -7.5638 1.552 0.265 0.571 -1.360
C -0.5901 2.0854 -6.0754 -2.142 -0.336 1.275 0.163
O 0.1382 3.3120 -5.8154 -0.833 -0.969 -0.833 -0.285
P 1.3701 3.5642 -4.8089 -1.008 -0.996 1.385 0.369
S 2.6307 2.0339 -4.8945 -0.182 0.184 0.205 -0.505
S 0.5151 4.1409 -3.0495 0.697 -0.434 -0.784 -0.425
O 2.0031 4.8076 -5.5823 0.313 1.646 0.377 -0.362
C 2.4227 6.0333 -4.8843 0.689 0.033 -1.465 -0.427
C 3.6821 5.7260 -4.0849 -0.642 -3.053 0.487 -0.468
H -1.6055 1.3486 -7.9451 -1.159 -1.070 0.349 0.416
H -0.1035 1.9816 -8.1683 0.308 0.502 0.042 0.321
H -1.4530 3.0651 -7.8200 -0.190 0.550 -0.051 0.289
H -0.0288 1.1686 -5.8591 0.524 0.481 -0.107 0.268
H -1.5484 1.9398 -5.3409 2.122 0.976 -1.614 0.080
H 1.5868 6.4746 -4.3210 0.356 -0.400 -0.030 0.274
H 2.7094 6.7007 -5.7326 -0.519 -0.264 0.544 0.248
H 3.3611 4.8377 -3.4217 0.721 1.537 -0.435 -0.086
H 4.1518 6.4941 -3.4991 -0.218 0.606 0.254 0.391
H 4.4532 5.2556 -4.7291 -0.441 0.480 0.038 0.229
C 1.5397 -1.7612 1.7113 -0.174 -0.178 -0.819 -0.894
C 0.4198 -2.2981 2.6941 0.542 1.623 -0.154 -0.113
C -0.7713 -2.9169 1.9461 -0.223 -0.258 0.805 -1.634
Sb -1.9819 -1.8509 0.4880 0.377 0.226 1.054 0.954
C -3.1847 -3.6318 0.1388 -4.051 1.650 -1.864 0.043
C -4.4177 -3.4068 -0.7037 3.967 4.234 -0.639 -0.035
C -5.3196 -4.3749 -1.0011 -1.130 -0.710 -0.848 -0.417
C -5.2052 -5.5558 -0.2265 0.005 0.825 -2.984 -0.208
C -4.1074 -5.7332 0.7709 -7.508 -2.379 -4.222 -0.713
C -3.1979 -4.8056 0.8428 5.994 1.455 4.458 0.321
C -3.2904 -0.9226 2.0632 -4.741 0.770 -7.702 0.194
C -4.4883 -0.4636 1.2669 -2.179 2.796 2.788 -0.297
C -5.6540 0.3472 2.0386 2.192 -2.410 -8.315 -0.655
C -5.4524 0.5717 3.3012 -0.415 -0.260 5.347 -0.214
C -4.2622 0.1371 4.0573 -1.588 2.103 -0.178 -0.707
C -3.2853 -0.5048 3.3295 4.333 -2.264 4.222 0.878
Sb 2.9688 -3.4183 1.4826 -0.760 0.159 0.056 0.886
C 4.0884 -2.3369 0.0972 0.603 1.304 -0.739 0.034
C 3.6095 -1.1395 -0.5255 -2.498 0.091 1.984 0.377
C 4.1679 -0.6442 -1.6918 -1.691 1.776 -0.589 -0.440
C 5.3699 -1.1715 -2.0737 0.298 -0.719 -2.443 -0.462
C 5.8638 -2.3035 -1.4565 2.900 -1.762 -0.883 -0.217
C 5.2702 -2.9308 -0.3753 0.066 0.182 1.473 -0.652
C 4.1532 -3.1458 3.2887 0.149 0.960 -0.937 0.314
C 4.6081 -4.2090 4.0568 -0.424 -1.881 -1.574 -0.554
C 5.1199 -3.9268 5.3045 0.511 -1.497 1.471 -0.151
C 5.0788 -2.6870 5.8651 -2.418 2.234 -5.875 -0.681
C 4.6115 -1.5481 5.0758 1.440 -3.152 -0.884 -0.735
C 4.3437 -1.8040 3.7105 -0.514 0.562 1.312 -0.256
H 2.1685 -0.8496 1.9957 -1.299 -1.240 0.161 0.389
H 1.0408 -1.4292 0.7028 1.050 -0.918 1.850 0.182
H 0.0323 -1.2742 3.1570 0.863 -2.484 0.174 -0.093
H 0.8772 -3.2092 3.3390 -1.171 2.646 -0.538 0.237
H -1.5629 -3.1353 2.6888 0.345 -0.026 -0.096 0.752
H -0.4861 -3.8955 1.5638 0.073 -0.046 -0.415 0.565
H -4.4789 -2.3095 -1.2867 0.208 -3.061 1.594 -0.030
H -6.0947 -4.2276 -1.9312 1.857 -0.470 2.736 0.190
H -5.8985 -6.2449 -0.8634 1.242 -0.233 2.692 0.181
H -4.5510 -6.5815 1.2160 1.727 -1.265 1.855 0.374
H -2.3011 -4.9437 1.7213 -2.518 0.243 -2.577 -0.050
H -4.8366 -0.3471 0.1770 1.707 -1.112 1.360 -0.030
H -6.5178 0.7526 1.2321 2.208 -1.175 2.943 0.207
H -6.3778 0.8633 3.8608 1.206 0.548 -0.023 0.274
H -4.1854 0.6024 5.1228 0.185 -1.533 -1.967 0.249
H -2.2370 -1.0521 3.7387 -2.749 2.235 0.279 -0.333
H 2.6755 -0.5535 -0.0343 2.225 -1.602 -1.511 0.247
H 3.5563 0.1161 -2.3414 1.587 -1.137 1.462 0.194
H 5.8133 -0.9049 -3.0660 -0.299 0.059 1.121 0.296
H 6.7794 -2.8134 -1.9550 -1.379 1.039 1.065 0.182
H 5.7619 -3.7377 0.3026 -0.849 1.070 -1.861 0.166
H 4.5666 -5.3432 3.6478 -0.049 2.865 1.051 0.131
H 5.4703 -4.7357 5.9590 -0.068 0.111 -0.409 0.283
H 5.2078 -2.4830 6.8092 1.231 0.553 5.091 0.532
H 4.6167 -0.5797 5.5154 -0.073 0.686 0.082 0.430
H 4.1827 -0.9324 3.0300 -0.176 -0.987 0.537 0.350
F 3.1084 4.2152 -0.7531 -0.632 -0.330 1.792 -0.182
C 2.3710 3.3863 0.0418 0.545 -1.588 -3.309 0.443
F 3.0638 2.7816 0.9797 -0.123 1.103 0.549 -0.164
F 1.1827 3.8246 0.3149 0.252 0.796 1.001 -0.074
```
Forces are in eV/Å.

<S²> ... 0.7518
Frontier orbital gap (spin up / spin down) ... 0.23310 / 0.23315 Ha
Total charge ... -2
E_tot ... -4180.97569 hartree
Max |F| ... 10.788 eV/A
Energy relative to the best compared isomer or geometry (same formula, charge and spin) ... 1198.18 kJ/mol
Spin multiplicity ... 2

(3)
# C3H10OS2

2 unconnected molecules or ions with the total composition C3H10OS2 (ωB97M-V/def2-TZVPD, OMol25).

Structure (XYZ):
```
16
Properties=species:S:1:pos:R:3:forces:R:3:mulliken_charge:R:1
S -1.8095 -3.7263 -2.3938 -0.160 0.427 1.195 -0.255
S -1.8870 -3.5805 -0.2719 -0.033 -1.614 -0.450 -0.095
C 0.0000 0.0000 0.0000 0.157 -0.527 -0.222 -1.407
C -1.4448 -1.9090 0.2124 -0.704 -0.102 -0.837 -0.468
C -0.3082 -1.3561 -0.6200 0.222 0.511 0.533 -0.197
H -3.0815 -3.3615 -2.6614 0.152 -0.025 0.070 0.164
H 0.8268 0.4715 -0.5575 -0.373 -0.208 0.593 0.253
H 0.2531 0.0025 1.0736 -0.058 -0.426 -0.377 0.377
H -0.9123 0.6020 -0.1478 0.800 -1.094 1.334 0.440
H -1.2395 -1.8402 1.2980 -0.093 -0.572 -0.529 0.342
H -2.4021 -1.3885 0.0172 0.790 0.505 0.248 0.303
H -0.7004 -1.2431 -1.6490 0.458 0.056 0.360 0.269
H 0.6184 -1.9591 -0.6774 -0.745 -0.226 0.206 0.314
O -0.5840 1.9856 -1.0520 -0.118 2.666 -2.881 -0.670
H -0.8681 1.2892 -1.6866 0.374 0.982 0.396 0.337
H -0.0870 2.6335 -1.6010 -0.670 -0.354 0.361 0.291
```
Forces are in eV/Å.

Frontier orbital gap ... 0.34009 Ha
Total charge ... 0
E_tot ... -991.85368 hartree
Max |F| ... 3.927 eV/A
Energy relative to the best compared isomer or geometry (same formula, charge and spin) ... 152.13 kJ/mol
Spin multiplicity ... 1
SMILES ... CCCSS.O